# 1
Formula: C18H49Br2N7O2P3
Source: the Open Molecules 2025 dataset
Level of theory: ωB97M-V/def2-TZVPD

The geometry in ORCA input format:
```
! RIJCOSX wB97M-V def2-TZVPD def2/J DEFGRID3
* xyz -1 1
C 5.503 -3.664 -1.616
C 6.054 -2.436 -0.925
N 6.974 -2.505 -0.034
C 5.435 -1.138 -1.276
P 4.078 -0.703 0.121
C 2.606 -0.765 -1.245
Br 2.725 0.591 -2.583
C 1.587 -1.619 -1.253
C 1.396 -2.703 -0.214
Br 0.172 -1.589 -2.575
H 4.526 -3.893 -1.178
H 5.365 -3.517 -2.686
H 6.139 -4.530 -1.423
H 7.249 -3.480 0.101
H 6.185 -0.350 -1.304
H 4.940 -1.247 -2.243
H 4.253 0.710 -0.198
H 3.060 -0.396 1.135
H 3.939 -2.133 0.378
H 5.139 -0.622 1.106
H 0.450 -3.206 -0.384
H 1.403 -2.242 0.773
H 2.222 -3.408 -0.279
O 1.332 6.567 0.258
P 0.729 5.920 -0.924
N -0.878 6.451 -0.985
C -1.848 5.851 -1.878
C -1.033 7.895 -0.938
N 0.741 4.243 -0.640
C -0.430 3.555 -0.100
C 1.910 3.829 0.163
N 1.077 5.858 -2.604
C 1.229 4.553 -3.252
C 2.120 6.803 -3.029
H -1.743 6.201 -2.915
H -2.851 6.112 -1.531
H -1.782 4.770 -1.883
H -0.784 8.373 -1.898
H -0.396 8.315 -0.162
H -2.069 8.146 -0.695
H -0.884 4.079 0.751
H -0.126 2.563 0.232
H -1.195 3.397 -0.857
H 1.679 4.001 1.219
H 2.828 4.361 -0.083
H 2.100 2.767 -0.001
H 2.092 3.970 -2.922
H 1.333 4.738 -4.326
H 0.334 3.955 -3.118
H 3.122 6.502 -2.702
H 1.916 7.794 -2.619
H 2.124 6.891 -4.116
O -1.455 -3.432 1.630
P -2.877 -3.755 1.802
N -3.778 -2.357 1.612
C -5.192 -2.305 1.930
C -3.489 -1.620 0.382
N -3.063 -4.206 3.455
C -3.432 -3.195 4.442
C -1.904 -4.967 3.914
N -3.838 -4.954 1.080
C -4.435 -6.021 1.882
C -3.213 -5.513 -0.132
H -5.817 -2.756 1.146
H -5.486 -1.258 2.038
H -5.423 -2.802 2.864
H -3.940 -2.096 -0.500
H -2.414 -1.546 0.228
H -3.884 -0.607 0.463
H -2.860 -2.265 4.341
H -3.247 -3.598 5.439
H -4.489 -2.953 4.406
H -1.047 -4.328 4.150
H -1.579 -5.676 3.151
H -2.180 -5.540 4.804
H -3.702 -6.679 2.360
H -5.049 -6.622 1.207
H -5.089 -5.614 2.646
H -2.357 -6.157 0.096
H -2.863 -4.707 -0.780
H -3.946 -6.092 -0.695
*
```

# 2
Formula: C18H50AlIO15PS5
Source: the Open Molecules 2025 dataset
Level of theory: ωB97M-V/def2-TZVPD

The geometry in ORCA input format:
```
! RIJCOSX wB97M-V def2-TZVPD def2/J DEFGRID3
* xyz -1 1
C 4.287 0.050 -2.627
Al 2.719 -1.280 -2.779
I 3.386 -3.438 -1.390
P 0.811 -0.442 -1.739
C -0.661 -1.205 -2.717
C 0.635 1.450 -1.935
H 5.229 -0.479 -2.133
H 4.509 0.440 -3.717
H 3.919 0.955 -1.975
H 2.478 -1.718 -4.312
H -0.316 -1.415 -3.820
H -1.585 -0.462 -2.659
H -0.953 -2.199 -2.140
H -0.202 1.715 -2.741
H 1.621 2.019 -2.216
H 0.241 1.865 -0.893
O 3.227 5.842 -2.061
S 4.038 5.170 -3.054
O 3.902 3.757 -3.330
O 5.608 5.499 -2.765
C 6.137 5.217 -1.477
C 6.388 3.732 -1.292
C 3.902 6.053 -4.588
H 5.481 5.610 -0.694
H 7.090 5.752 -1.398
H 5.447 3.173 -1.279
H 6.907 3.541 -0.348
H 6.988 3.335 -2.117
H 4.047 7.117 -4.399
H 2.903 5.875 -4.991
H 4.655 5.673 -5.282
O -3.982 0.630 -2.338
S -4.273 0.461 -0.930
O -4.509 -0.840 -0.345
O -5.502 1.451 -0.522
C -6.717 1.365 -1.253
C -7.527 0.149 -0.844
C -3.007 1.274 0.012
H -6.523 1.368 -2.330
H -7.292 2.269 -1.026
H -7.021 -0.777 -1.134
H -8.511 0.160 -1.322
H -7.658 0.118 0.243
H -2.850 2.275 -0.394
H -2.092 0.685 -0.076
H -3.320 1.321 1.056
O 7.943 -0.058 -1.191
S 8.799 0.520 -0.176
O 9.240 1.896 -0.235
O 10.100 -0.440 0.028
C 10.891 -0.764 -1.106
C 11.780 0.396 -1.514
C 8.061 0.240 1.414
H 10.261 -1.093 -1.939
H 11.522 -1.614 -0.824
H 11.185 1.236 -1.885
H 12.470 0.096 -2.308
H 12.357 0.762 -0.659
H 7.763 -0.807 1.488
H 7.185 0.887 1.497
H 8.786 0.495 2.189
O -8.488 -3.089 -0.290
S -7.584 -4.014 0.361
O -7.367 -5.355 -0.135
O -7.961 -4.096 1.945
C -9.293 -4.425 2.311
C -9.565 -5.909 2.144
C -6.004 -3.227 0.547
H -10.012 -3.824 1.745
H -9.410 -4.159 3.367
H -9.542 -6.196 1.089
H -10.549 -6.170 2.543
H -8.802 -6.503 2.657
H -6.152 -2.229 0.962
H -5.545 -3.158 -0.442
H -5.381 -3.836 1.204
O -4.705 -2.087 3.715
S -3.314 -1.976 4.100
O -2.629 -3.026 4.819
O -3.097 -0.569 4.895
C -3.908 -0.295 6.028
C -3.449 -1.080 7.242
C -2.358 -1.570 2.660
H -4.962 -0.486 5.806
H -3.812 0.776 6.239
H -3.612 -2.153 7.101
H -4.000 -0.771 8.135
H -2.378 -0.936 7.416
H -2.843 -0.748 2.132
H -2.320 -2.456 2.022
H -1.350 -1.294 2.973
*
```

# 3
Formula: C18H50FInN4OP
Source: the Open Molecules 2025 dataset
Level of theory: ωB97M-V/def2-TZVPD

The geometry in ORCA input format:
```
! RIJCOSX wB97M-V def2-TZVPD def2/J DEFGRID3
* xyz -1 1
N -3.196 2.063 -1.917
P -4.096 0.840 -2.772
O -3.321 -0.527 -2.158
In -6.262 0.958 -1.400
F -6.379 2.975 -1.146
H -2.715 2.672 -2.571
H -3.793 2.641 -1.330
H -2.834 -0.284 -1.364
H -6.068 0.225 0.196
H -7.680 0.477 -2.316
C 0.269 1.391 -0.895
C 0.962 2.647 -1.398
N 0.686 3.824 -0.593
C 1.055 5.071 -1.229
C 2.544 5.332 -1.502
C 0.978 3.711 0.822
C 2.416 3.376 1.243
H -0.800 1.568 -0.767
H 0.390 0.592 -1.630
H 0.687 1.030 0.049
H 0.588 2.868 -2.402
H 2.042 2.443 -1.510
H 0.656 5.886 -0.618
H 0.517 5.115 -2.180
H 3.099 5.545 -0.589
H 2.651 6.196 -2.161
H 3.016 4.481 -1.997
H 0.313 2.951 1.240
H 0.675 4.652 1.290
H 2.821 2.538 0.671
H 2.420 3.086 2.296
H 3.094 4.222 1.135
C -1.553 -2.690 -3.926
C -0.089 -3.078 -3.796
N 0.488 -2.652 -2.531
C 1.928 -2.776 -2.468
C 2.541 -4.182 -2.535
C -0.250 -3.055 -1.346
C -0.518 -4.553 -1.138
H -1.704 -1.628 -3.737
H -1.910 -2.917 -4.932
H -2.186 -3.236 -3.227
H 0.491 -2.592 -4.587
H 0.009 -4.164 -3.966
H 2.263 -2.285 -1.549
H 2.336 -2.183 -3.294
H 2.375 -4.746 -1.617
H 3.621 -4.108 -2.684
H 2.132 -4.759 -3.366
H -1.210 -2.535 -1.362
H 0.283 -2.661 -0.477
H -0.894 -5.023 -2.048
H -1.280 -4.681 -0.366
H 0.370 -5.097 -0.817
C 1.031 -1.130 6.137
C 0.197 -1.450 4.905
N -0.205 -0.265 4.171
C -1.245 -0.518 3.182
C -0.888 -1.420 1.998
C 0.881 0.600 3.744
C 1.989 -0.012 2.874
H 0.520 -0.399 6.765
H 1.192 -2.037 6.722
H 2.012 -0.731 5.876
H -0.723 -1.951 5.221
H 0.746 -2.179 4.286
H -1.591 0.448 2.806
H -2.093 -0.954 3.718
H -0.234 -0.916 1.288
H -1.790 -1.706 1.454
H -0.396 -2.339 2.325
H 1.344 1.031 4.636
H 0.429 1.443 3.214
H 2.352 -0.961 3.272
H 2.838 0.672 2.827
H 1.656 -0.185 1.852
*
```

For reference, HOMO-LUMO gap by record: 6.15; 5.92; 5.92 eV.
For reference, energy above the lowest of the compared OMol25 structures with the same formula, charge and spin by record: 0.000; 2.297; 0.000 eV.